Molecular formula: C4H4BrFO
Method: DFT, wB97M-V/def2-TZVPD

```
11
Properties=species:S:1:pos:R:3:forces:R:3
F -1.4511 1.3291 -1.2064 0.1 0.5 0.5
C -1.1307 0.4084 -0.3017 4.1 -2.9 0.4
Br -2.6312 -0.7352 0.0344 -0.4 0.1 0.0
C 0.2469 -0.6157 -0.8292 -0.9 1.5 0.0
C 1.2757 -0.2069 0.2900 -1.8 -0.5 0.1
C 0.6514 0.5510 1.1987 -1.0 -1.8 -4.2
O -0.6481 0.9081 0.9541 -1.4 0.5 -1.5
H 0.6243 -0.2887 -1.8871 -1.0 -0.7 1.9
H -0.1791 -1.6967 -0.8201 1.2 1.9 0.0
H 2.2787 -0.5749 0.4979 -0.3 0.0 -0.5
H 0.9631 0.9217 2.0694 1.4 1.4 3.2
```
Positions in Å, forces in eV/Å.

HOMO level ... -9.33 eV
SMILES ... F[C@@]1(Br)CC=CO1
Energy above the lowest of the compared OMol25 structures with the same formula, charge and spin ... 39.6 kJ/mol
Frontier orbital gap ... 10.14 eV